Entry 1:
Density functional theory data (wB97M-V/def2-TZVPD) for a molecular structure, C16H30N2OOsP2S at a distorted geometry.

XYZ file:
```
53
Properties=species:S:1:pos:R:3
Os -0.032 -0.071 0.344
P 2.305 -0.139 0.160
P -2.342 0.197 0.495
N -0.069 0.859 -1.179
H 1.157 -2.211 1.961
C 2.875 -1.645 -0.717
H 3.973 -1.692 -0.740
H 2.498 -1.615 -1.748
H 2.483 -2.542 -0.217
C 3.250 -0.090 1.727
H 4.325 -0.228 1.543
H 2.894 -0.878 2.402
H 3.089 0.885 2.205
C 3.043 1.239 -0.797
H 4.138 1.248 -0.715
H 2.657 2.185 -0.400
H 2.766 1.158 -1.855
C -3.177 -1.232 -0.293
H -4.268 -1.130 -0.211
H -2.842 -2.157 0.199
H -2.884 -1.255 -1.352
C -2.997 0.273 2.197
H -4.093 0.340 2.170
H -2.584 1.160 2.695
H -2.701 -0.627 2.753
C -3.026 1.658 -0.367
H -4.102 1.760 -0.167
H -2.862 1.559 -1.448
H -2.504 2.553 -0.003
C -0.049 1.682 -2.228
C 0.018 2.034 -4.650
C -0.026 1.169 -3.570
C -0.026 3.108 -2.054
C 0.015 3.951 -3.152
C 0.036 3.422 -4.450
H 0.041 1.621 -5.661
H -0.036 0.080 -3.664
H -0.030 3.468 -1.022
H 0.034 5.033 -2.985
H 0.067 4.093 -5.309
C 0.167 -2.671 1.740
O -0.431 -1.953 0.684
C 0.349 -4.107 1.249
H 0.280 -4.803 2.092
H 1.327 -4.208 0.772
H -0.421 -4.362 0.515
C -0.628 -2.590 3.048
H -1.569 -3.167 3.000
H -0.829 -1.554 3.354
H 0.006 -3.034 3.824
S 0.340 1.198 4.721
C 0.231 1.035 3.155
N 0.161 0.992 1.944
```

Properties
Total charge: 0
Expectation value of S²: 6.0644
HOMO (alpha / beta) in eV: -5.14 / -7.55
Lowest unoccupied orbital energy (alpha / beta) in eV: 0.602 / -1.146
Spin multiplicity: 5
ΔE to the lowest compared entry with this formula, charge and spin in kcal/mol: 0.0

Entry 2:
Density functional theory data (wB97M-V/def2-TZVPD) for a molecular structure, C16H30N2OP2Ti at a distorted geometry.

XYZ file:
```
52
Properties=species:S:1:pos:R:3
Ti 0.460 -0.135 0.076
P -0.532 -2.484 0.314
P 1.151 2.336 -0.093
N -0.940 0.232 -1.047
H 1.322 -1.553 3.073
C -1.816 -2.774 1.577
H -2.108 -3.833 1.622
H -2.694 -2.165 1.326
H -1.440 -2.459 2.560
C 0.761 -3.683 0.746
H 0.331 -4.677 0.918
H 1.273 -3.338 1.654
H 1.484 -3.724 -0.076
C -1.287 -3.117 -1.218
H -1.502 -4.193 -1.172
H -0.588 -2.914 -2.039
H -2.216 -2.564 -1.404
C 0.397 3.578 1.012
H 0.800 4.584 0.831
H 0.583 3.296 2.057
H -0.687 3.584 0.837
C 2.931 2.511 0.233
H 3.230 3.564 0.162
H 3.477 1.915 -0.507
H 3.159 2.127 1.236
C 0.893 3.024 -1.760
H 1.360 4.010 -1.880
H -0.187 3.104 -1.939
H 1.317 2.321 -2.488
C -1.717 0.370 -2.124
C -3.910 0.824 -3.170
C -3.114 0.720 -2.038
C -1.193 0.149 -3.449
C -1.998 0.259 -4.576
C -3.359 0.598 -4.447
H -4.973 1.079 -3.060
H -3.521 0.890 -1.041
H -0.137 -0.117 -3.527
H -1.569 0.077 -5.567
H -3.980 0.676 -5.345
C 1.301 -0.450 3.091
O 0.682 -0.024 1.882
C 0.454 -0.026 4.286
H 1.055 0.193 5.178
H -0.241 -0.833 4.531
H -0.133 0.871 4.062
C 2.755 -0.026 3.263
H 2.842 0.987 3.682
H 3.350 -0.072 2.343
H 3.210 -0.730 3.968
N 3.095 -1.177 -1.590
C 2.168 -0.810 -0.961
```

Properties
Total charge: 0
HOMO (alpha / beta) in eV: -6.86 / -6.86
Lowest unoccupied orbital energy (alpha / beta) in eV: -0.205 / -0.198

Entry 3:
Density functional theory data (wB97M-V/def2-TZVPD) for a single C16H30N4O2 molecule.

XYZ file:
```
52
Properties=species:S:1:pos:R:3
O 1.544 0.122 -2.662
C 1.087 -0.946 -2.311
C 1.177 -2.206 -3.172
N 0.135 -3.156 -2.833
C 0.454 -4.542 -3.132
C 0.403 -4.875 -4.626
C -0.982 -4.537 -5.174
C -1.308 -3.075 -4.878
C -1.167 -2.798 -3.377
N 0.472 -1.153 -1.131
C 0.340 -0.138 -0.121
C 1.283 -0.399 1.068
N 1.176 0.630 2.067
C 0.376 0.520 3.147
O -0.219 -0.492 3.453
C 0.346 1.792 3.993
N 0.511 2.970 3.161
C 1.024 4.138 3.856
C -0.004 4.809 4.771
C -1.234 5.196 3.954
C -1.786 3.965 3.239
C -0.684 3.306 2.401
H 1.185 -1.891 -4.224
H 2.151 -2.658 -2.959
H 1.442 -4.766 -2.723
H -0.280 -5.160 -2.603
H 0.623 -5.934 -4.772
H 1.161 -4.296 -5.157
H -1.022 -4.724 -6.249
H -1.725 -5.178 -4.692
H -2.326 -2.840 -5.193
H -0.629 -2.428 -5.439
H -1.344 -1.740 -3.171
H -1.915 -3.384 -2.834
H 0.144 -2.090 -0.947
H 0.593 0.816 -0.593
H -0.693 -0.102 0.240
H 2.314 -0.454 0.709
H 1.013 -1.343 1.550
H 1.524 1.557 1.861
H -0.577 1.777 4.588
H 1.188 1.732 4.689
H 1.909 3.841 4.425
H 1.340 4.853 3.088
H -0.291 4.119 5.567
H 0.440 5.692 5.234
H -1.998 5.632 4.601
H -0.951 5.949 3.213
H -2.165 3.254 3.975
H -2.616 4.243 2.587
H -1.062 2.393 1.934
H -0.378 3.995 1.607
```

Properties
SMILES: O=C(CN1CCCCC1)NCCNC(=O)CN1CCCCC1
Total charge: 0
HOMO in eV: -8.65
Lowest unoccupied orbital energy in eV: 0.813
ΔE to the lowest compared entry with this formula, charge and spin in kcal/mol: 0.0

Entry 4:
Density functional theory data (wB97M-V/def2-TZVPD) for a single C16H30N4O3 molecule.

XYZ file:
```
53
Properties=species:S:1:pos:R:3
C -2.347 -3.221 -0.238
C -2.471 -2.070 -1.228
N -3.249 -0.953 -0.695
C -4.686 -1.024 -0.894
C -5.166 -0.232 -2.102
N -4.621 -0.774 -3.348
C -2.762 0.128 -0.066
O -3.477 1.049 0.304
C -1.260 0.219 0.158
O -0.520 -0.744 0.309
N -0.832 1.486 0.229
C 0.545 1.823 0.490
C 0.873 3.267 0.144
C 2.346 3.581 0.415
C 2.778 3.177 1.819
C 2.452 1.719 2.145
C 3.366 0.781 1.338
O 4.548 1.053 1.180
N 2.819 -0.352 0.852
C 3.551 -1.341 0.080
C 2.560 -2.144 -0.751
C 4.395 -2.234 0.982
C 0.964 1.476 1.912
H -1.755 -4.029 -0.671
H -1.850 -2.897 0.675
H -3.326 -3.628 0.024
H -1.484 -1.737 -1.538
H -2.962 -2.414 -2.137
H -4.985 -2.069 -0.986
H -5.188 -0.635 -0.007
H -6.264 -0.229 -2.105
H -4.850 0.805 -1.991
H -5.040 -1.671 -3.564
H -4.831 -0.163 -4.127
H -1.533 2.211 0.176
H 1.137 1.197 -0.192
H 0.640 3.458 -0.906
H 0.244 3.940 0.741
H 2.972 3.061 -0.316
H 2.525 4.647 0.267
H 3.839 3.374 1.983
H 2.289 3.812 2.568
H 2.734 1.526 3.182
H 1.826 -0.501 0.954
H 4.222 -0.811 -0.600
H 3.082 -2.903 -1.334
H 1.836 -2.662 -0.117
H 2.014 -1.505 -1.445
H 4.924 -2.986 0.393
H 5.139 -1.648 1.520
H 3.770 -2.762 1.706
H 0.392 2.087 2.622
H 0.679 0.458 2.191
```

Properties
SMILES: CCN(CCN)C(=O)C(=O)N[C@H]1CCC[C@H](C(=O)NC(C)C)C1
Total charge: 0
HOMO in eV: -9.29
Lowest unoccupied orbital energy in eV: 0.768
ΔE to the lowest compared entry with this formula, charge and spin in kcal/mol: 3.1

Entry 5:
Density functional theory data (wB97M-V/def2-TZVPD) for 2 unconnected molecules or ions with the total composition C16H31BF6N2O6.

XYZ file:
```
62
Properties=species:S:1:pos:R:3
C 0.732 -0.423 -1.778
C 1.122 -0.377 -0.301
C 2.380 0.429 -0.067
F 3.420 -0.157 -0.789
N 2.786 0.567 1.319
C 2.439 1.829 1.987
C 3.655 2.633 2.445
C 4.252 3.581 1.399
C 5.155 2.919 0.360
F 4.463 2.736 -0.796
F 5.562 1.700 0.757
C 6.454 3.727 -0.023
F 7.547 3.120 0.444
F 6.433 4.967 0.510
F 6.572 3.863 -1.344
C 2.550 -0.574 2.108
O 1.734 -0.679 2.972
O 3.425 -1.551 1.804
B 3.115 -2.906 1.916
O 1.847 -3.349 1.602
O 4.129 -3.718 2.325
C 4.422 -4.890 1.575
H -0.302 -0.751 -1.880
H 1.384 -1.110 -2.322
H 0.852 0.559 -2.247
H 1.270 -1.392 0.079
H 0.322 0.092 0.282
H 2.261 1.441 -0.464
H 1.810 1.600 2.849
H 1.832 2.437 1.306
H 4.417 1.948 2.826
H 3.339 3.258 3.285
H 4.797 4.379 1.899
H 3.435 4.039 0.833
H 1.800 -3.965 0.863
H 5.484 -5.103 1.695
H 4.223 -4.755 0.507
H 3.842 -5.741 1.945
C -6.739 -1.295 1.076
O -6.875 -1.534 -0.308
C -7.393 -0.440 -1.053
C -6.348 0.121 -1.991
N -5.277 0.769 -1.251
C -4.136 1.184 -2.056
C -3.330 0.103 -2.767
O -2.619 -0.754 -1.894
C -3.342 -1.860 -1.387
H -6.465 -2.241 1.539
H -5.961 -0.556 1.299
H -7.679 -0.947 1.515
H -7.758 0.340 -0.378
H -8.239 -0.806 -1.642
H -6.822 0.860 -2.645
H -5.998 -0.705 -2.627
H -4.959 0.147 -0.519
H -3.452 1.731 -1.403
H -4.489 1.894 -2.812
H -2.572 0.605 -3.374
H -3.947 -0.491 -3.452
H -4.087 -2.214 -2.106
H -3.847 -1.632 -0.444
H -2.626 -2.660 -1.201
```

Properties
SMILES: CC[C@H](F)N(CCCC(F)(F)C(F)(F)F)C(=O)OB(O)OC.COCCNCCOC
Total charge: 0
HOMO in eV: -8.82
Lowest unoccupied orbital energy in eV: 0.453